Entry P
{"formula": "C4H12NO", "method": "ωB97M-V/def2-TZVPD", "elements": ["N", "C", "C", "C", "C", "O", "H", "H", "H", "H", "H", "H", "H", "H", "H", "H", "H", "H"], "xyz": [[-0.82552, 1.03587, 1.36122], [0.10487, 1.72999, 0.27661], [1.08415, 0.57586, -0.33464], [0.22209, -0.32864, -1.13052], [-0.12100, -1.75639, -0.61540], [-0.27692, -1.78733, 0.78970], [-0.01123, 0.37876, 1.94617], [-1.52726, 0.35958, 0.93135], [-1.38202, 1.69208, 1.91771], [-0.44391, 1.94930, -0.64459], [0.67339, 2.68524, 0.74066], [1.89162, 1.04039, -0.98479], [1.78638, -0.00713, 0.42422], [0.58584, -0.37908, -2.18538], [-0.73422, 0.17140, -1.49556], [-1.00042, -2.34787, -0.90386], [0.66774, -2.35822, -1.09263], [-0.69360, -2.65382, 0.99974]], "nbo_charge": [-0.751, -0.225, -0.451, -0.486, -0.078, -0.762, 0.501, 0.462, 0.447, 0.235, 0.259, 0.268, 0.246, 0.259, 0.204, 0.193, 0.180, 0.499], "smiles": "[NH3+]CCCCO", "homo_energy_ev": -14.00, "total_charge": 1, "gap_ev": 10.49, "e_lumo_ev": -3.51}

=====

Entry Q
{"formula": "C4H12NO", "method": "ωB97M-V/def2-TZVPD", "elements": ["C", "C", "C", "C", "N", "H", "H", "H", "H", "H", "H", "H", "H", "H", "H", "H", "H", "O"], "xyz": [[-1.39601, 1.06397, 1.11715], [-1.18918, -0.22876, 0.38303], [-0.03973, -0.98739, 0.70262], [-0.01901, -2.32391, 0.44794], [2.35099, 1.04099, -0.23228], [-1.72779, 1.93526, 0.53833], [-2.10631, 1.01998, 1.95893], [-2.00358, -0.94725, 0.25120], [-0.51017, 1.47950, 1.64604], [0.80785, -0.53451, 1.20880], [0.85423, -2.87657, 0.80681], [-0.80449, -2.83143, -0.10878], [3.23410, 1.52356, -0.25494], [1.65207, 1.41868, -0.85826], [2.47424, 0.06721, -0.47531], [-0.71517, 0.42148, -3.16383], [-0.59867, 0.11501, -1.62439], [-0.26339, 0.64418, -2.34305]], "nbo_charge": [-0.752, 0.192, -0.337, -0.003, -1.107, 0.306, 0.310, 0.235, 0.270, 0.282, 0.243, 0.224, 0.388, 0.377, 0.351, 0.498, 0.440, -0.917], "homo_energy_ev": -13.21, "total_charge": 1, "gap_ev": 5.55, "e_lumo_ev": -7.67}

=====

Entry R
{"formula": "C4H12NO", "method": "ωB97M-V/def2-TZVPD", "elements": ["O", "C", "C", "N", "C", "C", "H", "H", "H", "H", "H", "H", "H", "H", "H", "H", "H", "H"], "xyz": [[-1.21580, -3.32983, 0.45484], [-0.32900, -2.25070, 0.50306], [-0.86105, -1.33612, -0.63729], [-0.17350, -0.17311, -0.73652], [1.38156, 2.26821, -0.29434], [0.20004, 2.32049, 0.64915], [-0.89168, -4.05935, 0.99602], [0.69506, -2.54476, 0.27422], [-0.34992, -1.70873, 1.45820], [-1.92124, -1.07977, -0.33510], [-0.96154, -1.84378, -1.61506], [1.62377, 1.22157, -0.49644], [-0.26043, 0.18411, -1.70455], [1.14679, 2.73185, -1.24796], [2.29117, 2.72765, 0.10741], [-0.32252, 3.27558, 0.62609], [0.48607, 2.06364, 1.67164], [-0.53779, 1.53304, 0.32663]], "nbo_charge": [-0.697, -0.046, -0.390, -0.034, -0.616, -0.549, 0.506, 0.200, 0.197, 0.419, 0.291, 0.206, 0.377, 0.215, 0.251, 0.243, 0.230, 0.197], "homo_energy_ev": -15.35, "total_charge": 1, "gap_ev": 6.36, "e_lumo_ev": -8.99}

=====

Of them, the most stable is entry P and the least stable is entry R.

=====

Entry P
{"formula": "C6H7NO", "method": "ωB97M-V/def2-TZVPD", "elements": ["C", "C", "C", "C", "C", "C", "N", "O", "H", "H", "H", "H", "H", "H", "H"], "xyz": [[0.72696, 0.18208, -0.59397], [1.80382, 0.39317, 0.44476], [-1.30747, 0.09207, 0.98123], [-0.49725, -0.58146, -0.32528], [-1.04456, 1.39503, 0.45759], [-0.98563, -1.65369, -0.99479], [-0.39990, 1.17058, -0.70510], [-2.03547, -0.43496, 1.77459], [1.13887, 0.03001, -1.59262], [-1.25741, 2.37556, 0.85811], [1.39651, 0.49243, 1.44822], [2.47129, -0.46979, 0.43566], [2.37681, 1.28978, 0.20712], [-0.33940, -2.42757, -1.38833], [-2.04719, -1.85323, -1.00720]], "nbo_charge": [-0.085, -0.622, 0.480, -0.095, -0.037, -0.400, -0.257, -0.493, 0.223, 0.214, 0.217, 0.231, 0.221, 0.200, 0.202], "homo_energy_ev": [-8.15, -8.50], "gap_ev": [6.93, 7.42], "e_lumo_ev": [-1.22, -1.07]}

=====

Entry Q
{"formula": "C6H7NO", "method": "ωB97M-V/def2-TZVPD", "elements": ["C", "C", "C", "C", "C", "C", "H", "H", "H", "H", "H", "H", "H", "N", "O"], "xyz": [[0.34966, 0.73116, 0.33528], [-1.11053, 0.56027, 0.01004], [-1.22575, -1.03241, 0.14569], [0.19008, -1.47330, -0.17274], [1.05449, -0.43657, -0.35848], [2.58234, -0.51396, -0.15328], [-0.85390, 2.67661, -0.60173], [0.40561, 0.64483, 1.53188], [-1.87750, 1.13247, 0.58047], [-1.16016, 1.02135, -0.99128], [-1.60036, -1.38758, 1.11026], [-1.93793, -1.21498, -0.83028], [0.51759, -2.35131, -0.58732], [3.73044, -0.14876, 0.20581], [0.93591, 1.79219, -0.22433]], "nbo_charge": [0.044, -0.393, -0.466, -0.083, -0.110, 0.251, 0.226, 0.156, 0.235, 0.218, 0.245, 0.242, 0.212, -0.291, -0.485], "homo_energy_ev": -9.90, "gap_ev": 7.24, "e_lumo_ev": -2.65}

=====

Of them, the most stable is entry P and the least stable is entry Q.

=====

Entry P
{"formula": "C4H12N2O2", "method": "ωB97M-V/def2-TZVPD", "elements": ["N", "C", "C", "C", "C", "N", "O", "H", "H", "H", "H", "H", "H", "H", "H", "H", "H", "H", "H", "O"], "xyz": [[1.02260, -0.55925, -0.90075], [-1.50096, 0.18068, -2.17446], [-2.18255, -1.12753, -1.90780], [0.35711, -0.29304, 0.24721], [1.38861, 0.31272, 1.35681], [2.40050, 1.00988, 0.79763], [1.18361, 0.07085, 2.48976], [1.30745, -1.54268, -0.96400], [-0.13140, -1.13538, 0.72154], [-1.75743, 0.91836, -1.44021], [-0.42161, 0.00582, -2.17077], [-1.85245, 0.69888, -3.07900], [-1.85371, -1.95507, -2.53593], [-3.26516, -1.10709, -2.09082], [-0.42419, 0.52106, 0.10727], [2.96428, 1.62483, 1.36420], [2.54670, 0.80852, -0.18207], [-2.46112, 0.84762, 1.23354], [-2.10825, -1.37572, -0.84501], [-2.02555, 0.35336, 0.52827]], "nbo_charge": [-0.443, -0.625, -0.623, -0.347, 0.744, -0.826, -0.481, 0.354, 0.233, 0.247, 0.204, 0.199, 0.188, 0.206, 0.383, 0.421, 0.430, 0.449, 0.229, -0.940], "homo_energy_ev": -9.00, "gap_ev": 5.95, "e_lumo_ev": -3.06}

=====

Entry Q
{"formula": "C4H12N2O2", "method": "ωB97M-V/def2-TZVPD", "elements": ["C", "C", "O", "N", "C", "C", "N", "H", "H", "H", "H", "H", "H", "H", "H", "H", "H", "O", "H", "H"], "xyz": [[2.33505, -1.19515, -0.38692], [1.17660, -0.82459, -1.28653], [1.14871, -1.12248, -2.46688], [0.22676, 0.02097, -0.76337], [0.19655, 0.46010, 0.65907], [-0.32899, 1.90445, 0.74503], [-1.68131, 2.11669, 0.23366], [2.94118, -1.87537, -0.98605], [2.95649, -0.34168, -0.13378], [2.04236, -1.77083, 0.49007], [-0.27490, 0.68715, -1.32164], [-0.57267, -0.22994, 1.03036], [1.06016, 0.46040, 1.32080], [-0.31604, 2.22230, 1.79479], [0.43877, 2.56349, 0.33050], [-1.73380, 2.24848, -0.77052], [-2.22774, 1.28073, 0.44159], [-2.53221, -2.15980, 0.73542], [-2.20210, -1.49601, 0.11129], [-2.65288, -2.94890, 0.22312]], "nbo_charge": [-0.727, 0.680, -0.605, -0.647, -0.247, -0.238, -0.827, 0.244, 0.232, 0.230, 0.397, 0.188, 0.215, 0.197, 0.198, 0.354, 0.353, -0.940, 0.468, 0.473], "smiles": "CC(=O)NCCN.O", "homo_energy_ev": -9.65, "gap_ev": 10.31, "e_lumo_ev": 0.66}

=====

Of them, the most stable is entry Q and the least stable is entry P.

=====

Entry P
{"formula": "C4H12N2O2", "method": "ωB97M-V/def2-TZVPD", "elements": ["C", "N", "C", "C", "C", "N", "O", "H", "H", "H", "H", "H", "H", "H", "H", "H", "H", "O", "H", "H"], "xyz": [[-1.32137, 0.60933, 0.05283], [-0.39215, 0.31146, -1.01981], [-0.37215, 1.37171, -2.02031], [0.93997, -0.01512, -0.54082], [0.94811, -1.29012, 0.26417], [0.24088, -2.29770, -0.29056], [1.58718, -1.41737, 1.29550], [-1.15914, -0.08644, 0.88230], [-1.23747, 1.62810, 0.43908], [-2.33854, 0.39929, -0.29088], [-1.33490, 1.38057, -2.52432], [0.40805, 1.15094, -2.74511], [-0.12041, 2.33997, -1.57045], [1.40610, 0.78476, 0.05757], [1.56954, -0.17760, -1.41168], [0.10565, -3.13787, 0.25351], [-0.42395, -2.08152, -1.01867], [0.13639, 0.31428, 3.32247], [0.54447, 0.15893, 4.18218], [0.81374, 0.05440, 2.68300]], "nbo_charge": [-0.427, -0.447, -0.407, -0.321, 0.670, -0.819, -0.639, 0.214, 0.182, 0.200, 0.204, 0.197, 0.170, 0.191, 0.220, 0.403, 0.411, -0.960, 0.468, 0.487], "smiles": "CN(C)CC(N)=O.O", "homo_energy_ev": -9.05, "gap_ev": 9.93, "e_lumo_ev": 0.87}

=====

Entry Q
{"formula": "C4H12N2O2", "method": "ωB97M-V/def2-TZVPD", "elements": ["N", "C", "C", "C", "O", "N", "C", "O", "H", "H", "H", "H", "H", "H", "H", "H", "H", "H", "H", "H"], "xyz": [[-2.24638, -0.15369, 1.96106], [-1.85718, 0.41161, 0.63710], [-0.58460, -0.22436, 0.07811], [0.49155, -0.21364, 1.16517], [1.55367, -1.15871, 0.86603], [-0.19937, 0.61141, -1.06224], [0.75535, 0.13273, -1.99206], [2.10956, 0.55619, -1.71447], [-2.90381, -0.91163, 1.87362], [-2.59720, 0.56284, 2.57294], [-1.85959, 1.48982, 0.77599], [-2.73163, 0.25144, -0.00306], [-0.70342, -1.24376, -0.17979], [0.13524, -0.60176, 2.11638], [0.86015, 0.77581, 1.46531], [2.22910, -0.67691, 0.37372], [0.02995, 1.51291, -0.75176], [0.61668, 0.41455, -3.03733], [0.77892, -0.93439, -2.01597], [2.64067, -0.07152, -1.21125]], "nbo_charge": [-0.861, -0.222, -0.093, -0.097, -0.723, -0.635, 0.090, -0.753, 0.360, 0.363, 0.192, 0.191, 0.208, 0.211, 0.166, 0.445, 0.367, 0.170, 0.167, 0.454], "smiles": "NC[C@H](CO)NCO", "homo_energy_ev": -8.86, "gap_ev": 9.70, "e_lumo_ev": 0.84}

=====

Of them, the most stable is entry P and the least stable is entry Q.

=====

Entry P
{"formula": "CH6OS2", "method": "ωB97M-V/def2-TZVPD", "elements": ["C", "O", "H", "H", "H", "H", "S", "S", "H", "H"], "xyz": [[0.93065, 1.53503, -0.77606], [0.56951, 0.32517, -0.03247], [1.87211, 1.29857, -1.26029], [1.31007, 2.30876, -0.07189], [0.09988, 1.81958, -1.51077], [0.00383, 0.64171, 0.61593], [-0.87814, -2.53266, -0.31432], [-2.24600, -1.51903, 0.87869], [-0.17576, -3.00009, 0.71002], [-1.48615, -0.87704, 1.76116]], "nbo_charge": [-0.276, -0.720, 0.187, 0.173, 0.181, 0.451, -0.092, -0.146, 0.128, 0.114], "smiles": "CO.SS", "homo_energy_ev": -8.69, "gap_ev": 9.04, "e_lumo_ev": 0.35}

=====

Entry Q
{"formula": "CH6OS2", "method": "ωB97M-V/def2-TZVPD", "elements": ["C", "S", "S", "H", "H", "H", "H", "H", "H", "O"], "xyz": [[-0.69369, 1.20641, 0.12662], [-0.22070, -0.02205, -1.01804], [-1.37296, -1.68956, -0.65572], [-0.99665, 0.57913, 1.73840], [0.14448, 1.84588, 0.44869], [-1.50103, 1.83261, -0.28057], [-2.27347, -1.12702, 0.17064], [1.47801, -0.78654, -0.25146], [3.07833, -0.61433, -0.05589], [2.35768, -1.22453, -0.22268]], "nbo_charge": [-0.703, 0.137, -0.111, 0.135, 0.238, 0.218, 0.148, 0.454, 0.467, -0.982], "homo_energy_ev": -8.64, "gap_ev": 8.25, "e_lumo_ev": -0.39}

=====

Of them, the most stable is entry P and the least stable is entry Q.

=====

Entry P
{"formula": "CHBrClNO2", "method": "ωB97M-V/def2-TZVPD", "elements": ["C", "N", "O", "O", "Cl", "Br", "H"], "xyz": [[-0.53044, 0.23147, -0.18795], [0.37906, -0.58930, 0.52788], [0.46216, -1.70452, 0.10382], [0.88325, -0.20705, 1.53064], [-1.04167, 1.77506, 0.32149], [-1.63226, -0.69428, -1.34642], [1.47990, 1.18863, -0.94946]], "nbo_charge": [-0.113, 0.432, -0.372, -0.356, 0.135, 0.228, 0.046], "homo_energy_ev": [-9.68, -10.84], "gap_ev": [8.61, 8.52], "e_lumo_ev": [-1.07, -2.32]}

=====

Entry Q
{"formula": "CHBrClNO2", "method": "ωB97M-V/def2-TZVPD", "elements": ["C", "N", "O", "O", "Cl", "Br", "H"], "xyz": [[-0.61927, 0.06744, 0.33805], [-0.37790, 0.58080, 1.54807], [-1.36208, 0.85662, 2.19153], [0.82572, 0.76488, 1.82034], [-0.35131, 2.85511, -0.82060], [-2.35936, -0.18571, -0.11064], [0.34366, -0.26292, -0.29430]], "nbo_charge": [-0.019, 0.355, -0.312, -0.309, -0.408, 0.377, 0.316], "homo_energy_ev": [-10.05, -10.04], "gap_ev": [5.59, 5.59], "e_lumo_ev": [-4.45, -4.45]}

=====

Of them, the most stable is entry Q and the least stable is entry P.